ORCA calculation (the ωB97M-V functional and the def2-TZVPD basis) on a cluster of 15 separate species, C46H108Cl14O16 in total.

Each line ends with the Mulliken charge.
Geometry (Å):
C  4.83  -2.03  7.34  -0.69
O  5.57  -1.46  6.26  -0.46
C  4.94  -1.62  5.01  -0.17
C  5.28  -0.36  4.19  -0.80
O  4.10  0.32  3.78  0.37
C  3.46  1.13  4.78  -0.44
H  4.80  -3.12  7.23  0.28
H  3.81  -1.65  7.39  0.25
H  5.27  -1.76  8.30  0.30
H  3.90  -1.93  5.15  0.15
H  5.46  -2.45  4.54  0.41
H  5.79  -0.65  3.27  0.21
H  5.91  0.32  4.76  0.47
H  2.89  0.57  5.51  0.22
H  2.77  1.84  4.31  -0.46
H  4.22  1.76  5.24  0.46
C  4.27  -3.10  0.67  -0.45
O  4.16  -3.75  1.95  -0.46
C  2.88  -3.90  2.51  1.42
C  3.02  -4.56  3.86  -0.62
O  3.47  -5.93  3.82  -0.45
C  2.52  -6.80  3.27  -0.49
H  5.27  -3.14  0.22  0.38
H  4.01  -2.04  0.75  -0.02
H  3.56  -3.47  -0.07  0.29
H  2.30  -4.47  1.79  -0.23
H  2.33  -2.96  2.56  -0.45
H  2.21  -4.47  4.59  0.24
H  3.70  -4.04  4.54  0.13
H  2.12  -6.40  2.34  0.14
H  1.86  -7.28  4.00  0.29
H  3.09  -7.68  2.98  0.25
C  -3.07  3.29  2.38  -0.93
O  -2.74  2.86  1.08  0.23
C  -3.61  3.25  0.03  -0.78
C  -3.23  2.54  -1.27  -0.73
O  -1.83  2.58  -1.64  0.30
C  -1.21  3.83  -1.80  -0.38
H  -4.04  3.05  2.81  0.33
H  -3.07  4.37  2.49  0.32
H  -2.36  2.85  3.08  0.19
H  -3.51  4.30  -0.27  0.29
H  -4.65  3.08  0.29  0.49
H  -3.82  2.86  -2.13  0.34
H  -3.53  1.50  -1.20  0.27
H  -1.09  4.34  -0.84  0.18
H  -1.81  4.40  -2.50  0.45
H  -0.24  3.70  -2.29  -0.54
C  -6.69  3.78  -6.32  -0.71
O  -5.62  2.85  -6.61  -0.35
C  -5.46  1.95  -5.50  -0.49
C  -4.04  1.33  -5.61  -0.21
O  -3.71  0.55  -4.47  -0.23
C  -2.70  -0.41  -4.55  -0.35
H  -7.62  3.21  -6.26  0.28
H  -6.88  4.47  -7.14  0.27
H  -6.39  4.35  -5.45  0.30
H  -6.22  1.17  -5.57  0.31
H  -5.54  2.41  -4.51  0.32
H  -3.26  2.08  -5.74  -0.12
H  -3.93  0.71  -6.50  0.42
H  -1.78  0.08  -4.89  0.08
H  -2.91  -1.19  -5.28  0.41
H  -2.58  -0.83  -3.55  0.03
C  -0.14  0.82  4.11  -0.13
O  0.21  2.17  3.68  -0.57
C  0.67  2.29  2.30  1.73
C  0.79  3.79  1.81  -0.23
O  1.80  4.56  2.39  -0.30
C  1.65  4.76  3.77  -0.70
H  -0.69  0.77  5.05  0.46
H  0.68  0.10  4.09  -0.07
H  -0.79  0.37  3.36  -0.10
H  -0.12  1.84  1.69  -0.58
H  1.56  1.66  2.25  -0.27
H  -0.20  4.24  1.86  0.28
H  1.04  3.77  0.75  -0.35
H  0.67  5.12  4.09  0.32
H  2.38  5.51  4.08  0.29
H  1.93  3.97  4.46  0.15
C  -0.50  -5.20  -0.50  0.17
O  -1.49  -6.08  -0.10  -0.45
C  -2.81  -5.51  -0.09  0.27
C  -3.95  -6.55  -0.16  -0.90
O  -4.05  -6.95  -1.58  -0.21
C  -4.83  -8.16  -1.76  -0.77
H  0.49  -5.66  -0.47  0.37
H  -0.49  -4.33  0.15  -0.01
H  -0.67  -4.86  -1.52  -0.30
H  -2.99  -4.95  -1.00  0.09
H  -3.01  -4.83  0.74  0.16
H  -4.85  -6.02  0.17  0.27
H  -3.76  -7.43  0.45  0.47
H  -4.74  -8.40  -2.82  0.19
H  -5.85  -7.86  -1.51  0.31
H  -4.43  -8.96  -1.14  0.31
C  0.95  7.62  -2.26  -0.95
O  0.85  6.38  -2.93  0.11
C  1.03  6.50  -4.31  -0.95
C  1.12  5.12  -5.00  -0.30
O  -0.16  4.56  -4.86  -0.37
C  -0.24  3.19  -5.13  -0.09
H  1.84  8.20  -2.50  0.38
H  0.94  7.44  -1.19  0.20
H  0.07  8.23  -2.45  0.29
H  1.84  7.20  -4.55  0.44
H  0.09  6.97  -4.60  0.45
H  1.94  4.61  -4.49  0.11
H  1.32  5.22  -6.07  0.46
H  0.39  2.88  -5.96  0.50
H  -1.22  2.96  -5.54  -0.13
H  -0.08  2.68  -4.18  -0.04
C  8.46  4.74  -0.07  -0.75
O  7.79  3.59  0.37  -0.34
C  6.87  3.87  1.35  -0.67
C  5.89  2.67  1.46  -0.08
O  5.27  2.27  0.25  -0.44
C  4.36  1.21  0.36  0.41
H  8.72  5.42  0.74  0.32
H  7.76  5.29  -0.70  0.27
H  9.38  4.59  -0.64  0.27
H  6.31  4.76  1.05  0.38
H  7.31  3.99  2.34  0.30
H  5.08  2.92  2.14  0.15
H  6.48  1.84  1.86  0.37
H  3.81  1.26  1.30  -0.06
H  4.90  0.26  0.31  0.33
H  3.56  1.17  -0.38  -0.45
Cl  1.01  -0.82  1.19  0.22
C  0.57  -0.34  -0.48  -0.33
C  -0.94  -0.33  -0.57  0.26
Cl  -1.63  -1.98  -0.68  0.17
H  1.01  -1.12  -1.09  0.38
H  0.98  0.65  -0.71  -0.27
H  -1.32  0.13  -1.48  -0.31
H  -1.41  0.20  0.26  -0.11
Cl  -6.25  -3.73  2.01  -0.12
C  -7.29  -3.90  0.59  -0.44
C  -7.75  -2.59  0.00  -0.59
Cl  -6.40  -1.66  -0.76  -0.11
H  -8.14  -4.45  0.97  0.35
H  -6.74  -4.46  -0.17  0.26
H  -8.22  -1.95  0.75  0.33
H  -8.48  -2.82  -0.77  0.35
Cl  2.54  2.77  -2.11  0.00
C  3.64  4.14  -2.02  -0.84
C  3.31  5.05  -0.81  0.20
Cl  4.03  6.70  -0.88  -0.25
H  3.40  4.77  -2.88  0.40
H  4.67  3.76  -2.06  0.36
H  3.66  4.58  0.10  0.08
H  2.23  5.19  -0.76  -0.12
Cl  -4.55  -1.70  5.49  -0.18
C  -4.69  -0.08  4.83  -0.36
C  -4.83  -0.18  3.30  -0.59
Cl  -3.41  -0.78  2.43  0.08
H  -3.82  0.55  5.00  0.18
H  -5.50  0.33  5.43  0.41
H  -5.03  0.80  2.87  0.15
H  -5.69  -0.77  2.99  0.29
Cl  -0.77  -6.24  -6.49  -0.21
C  -2.04  -5.44  -5.48  -0.40
C  -1.37  -4.99  -4.18  -0.39
Cl  -0.15  -3.80  -4.50  -0.13
H  -2.82  -6.16  -5.25  0.35
H  -2.40  -4.59  -6.07  0.30
H  -0.92  -5.84  -3.67  0.43
H  -2.12  -4.42  -3.63  0.05
Cl  -3.07  -6.18  3.07  -0.15
C  -2.47  -5.07  4.37  -0.26
C  -1.33  -4.35  3.68  -0.09
Cl  -0.38  -3.37  4.78  -0.21
H  -2.03  -5.69  5.15  0.38
H  -3.27  -4.44  4.75  0.14
H  -1.72  -3.73  2.87  -0.08
H  -0.66  -5.08  3.25  0.29
Cl  0.79  -0.30  -5.84  -0.22
C  1.45  -0.35  -4.21  0.65
C  3.03  -0.63  -4.29  -0.72
Cl  3.56  -1.19  -2.64  -0.10
H  0.99  -1.28  -3.86  -0.19
H  1.09  0.49  -3.62  -0.15
H  3.55  0.30  -4.54  0.33
H  3.35  -1.38  -5.01  0.47

## Properties
- net charge = 0
- Kohn-Sham gap (eV) = 9.44
- LUMO (eV) = 0.3
- highest occupied orbital energy (eV) = -9.13
- M (g/mol) = 1413.70
- relative energy (zero: lowest compared OMol25 entry of this formula, charge and spin) (kJ/mol) = 0.0
- total energy (eV) = -257516.978